(1)
Computed, not measured: C55H40BrNO6P2STi as an isolated structure, with the ωB97M-V functional and the def2-TZVPD basis.

* gap between HOMO and LUMO: 6.638 eV
* total charge: +2
* lowest unoccupied orbital energy: -6.165 eV

Each line ends with the Löwdin charge.
Geometry (Å):
Ti 0.86 1.63 -0.23  0.934
O -0.82 1.11 -1.13  -0.650
S -1.03 -0.45 -0.92  1.057
C -2.52 -0.91 -0.12  -0.294
C -3.65 -1.34 -0.80  -0.019
C -4.60 -2.20 -0.22  0.022
C -4.34 -2.70 1.03  -0.117
C -5.06 -3.72 1.87  -0.078
C -4.23 -3.82 3.18  -0.079
C -3.11 -2.83 3.01  -0.131
C -2.10 -2.43 3.84  0.018
C -1.29 -1.35 3.44  -0.038
C -1.40 -0.74 2.20  -0.292
P -0.80 0.98 1.97  1.108
C -0.12 1.44 3.59  -0.383
C -0.88 2.14 4.52  -0.066
C -0.34 2.47 5.76  -0.056
C 0.96 2.10 6.07  -0.054
C 1.72 1.40 5.15  -0.051
C 1.19 1.07 3.92  -0.113
C -2.42 1.83 1.87  -0.349
C -2.53 3.02 1.18  -0.084
C -3.73 3.71 1.13  -0.053
C -4.85 3.20 1.78  -0.054
C -4.75 2.01 2.48  -0.050
C -3.54 1.33 2.53  -0.079
C -2.32 -1.27 1.26  -0.184
C -3.22 -2.23 1.74  -0.087
C -1.01 -1.20 -2.51  -0.323
C -2.00 -1.10 -3.46  -0.043
C -2.11 -2.04 -4.50  0.021
C -1.24 -3.12 -4.51  -0.113
C -1.15 -4.33 -5.39  -0.078
C 0.08 -5.13 -4.86  -0.078
C 0.63 -4.29 -3.73  -0.126
C 1.71 -4.42 -2.91  0.019
C 2.04 -3.35 -2.05  -0.046
C 1.26 -2.22 -1.91  -0.280
P 1.99 -0.59 -1.51  1.107
C 2.43 -0.11 -3.21  -0.332
C 1.84 1.00 -3.81  -0.086
C 2.11 1.31 -5.13  -0.053
C 2.98 0.52 -5.86  -0.053
C 3.58 -0.59 -5.28  -0.051
C 3.30 -0.91 -3.96  -0.082
C 3.51 -0.97 -0.61  -0.382
C 4.78 -0.60 -1.06  -0.076
C 5.89 -0.85 -0.28  -0.038
C 5.76 -1.48 0.95  -0.045
C 4.50 -1.86 1.40  -0.054
C 3.38 -1.60 0.63  -0.104
C 0.02 -2.18 -2.61  -0.172
C -0.20 -3.16 -3.57  -0.080
H -3.79 -1.07 -1.83  0.100
H -5.46 -2.50 -0.79  0.129
H -5.13 -4.67 1.35  0.131
H -6.09 -3.39 2.07  0.132
H -3.84 -4.83 3.33  0.130
H -4.83 -3.59 4.06  0.129
H -1.96 -2.86 4.83  0.127
H -0.61 -0.93 4.17  0.108
H -1.89 2.45 4.29  0.104
H -0.94 3.02 6.47  0.114
H 1.37 2.36 7.04  0.115
H 2.73 1.10 5.39  0.118
H 1.80 0.51 3.21  0.098
H -1.68 3.43 0.65  0.057
H -3.80 4.64 0.57  0.114
H -5.79 3.73 1.74  0.116
H -5.61 1.62 3.00  0.115
H -3.49 0.41 3.11  0.115
H -2.73 -0.30 -3.41  0.124
H -2.89 -1.93 -5.24  0.128
H -1.02 -4.04 -6.44  0.131
H -2.07 -4.91 -5.35  0.130
H 0.83 -5.27 -5.64  0.129
H -0.21 -6.12 -4.51  0.129
H 2.37 -5.28 -2.97  0.126
H 3.00 -3.39 -1.54  0.114
H 1.15 1.62 -3.25  0.064
H 1.64 2.17 -5.59  0.113
H 3.20 0.77 -6.89  0.115
H 4.26 -1.21 -5.85  0.115
H 3.75 -1.79 -3.52  0.111
H 4.89 -0.09 -2.01  0.112
H 6.87 -0.54 -0.63  0.121
H 6.63 -1.67 1.56  0.118
H 4.39 -2.35 2.36  0.115
H 2.40 -1.89 0.99  0.116
O 0.41 7.59 1.84  0.141
C 0.53 6.32 1.48  -0.276
C 1.01 5.31 2.32  0.056
C 1.09 4.03 1.83  -0.078
N 0.73 3.70 0.58  -0.078
C 0.28 4.68 -0.21  -0.700
Br -0.23 4.15 -1.95  0.950
C 0.15 5.99 0.17  0.004
H 0.71 7.74 2.75  0.141
H 1.32 5.52 3.33  0.136
H 1.45 3.22 2.45  0.108
H -0.21 6.75 -0.51  0.135
O 4.24 1.60 1.70  0.212
C 3.40 1.65 0.87  -0.461
O 2.11 1.24 1.05  -0.236
C 3.54 2.25 -0.56  -0.454
O 4.55 2.61 -1.07  0.215
O 2.31 2.29 -1.13  -0.200

(2)
Computed, not measured: C55H40I2MnN6OS as an isolated structure, with the ωB97M-V functional and the def2-TZVPD basis.

* <S²>: 0.77
* multiplicity: 2
* gap between HOMO and LUMO (spin up / spin down): 4.573 / 4.419 eV
* total charge: -2
* lowest unoccupied orbital energy (spin up / spin down): 3.389 / 3.389 eV

Each line ends with the Löwdin spin population.
Geometry (Å):
Mn -0.23 0.00 0.80  0.963
I -5.48 0.35 0.52  0.000
C -4.21 0.34 2.16  -0.001
C -4.74 0.45 3.45  0.000
C -3.93 0.38 4.56  -0.002
I -4.82 0.54 6.44  0.000
C -2.53 0.19 4.42  0.000
C -1.61 0.02 5.48  -0.001
C -0.30 -0.21 5.20  0.000
C 0.14 -0.24 3.86  0.000
N -0.69 -0.05 2.86  0.001
C -2.00 0.13 3.12  0.001
C -2.83 0.18 1.92  -0.001
O -2.29 0.05 0.79  0.005
H -5.80 0.58 3.57  0.000
H -1.96 0.07 6.50  0.000
H 0.43 -0.35 5.99  0.000
H 1.18 -0.40 3.62  0.000
N 7.22 -6.89 -0.35  0.000
C 6.40 -6.11 -0.13  0.000
C 5.37 -5.14 0.14  0.000
C 5.01 -4.85 1.46  0.000
C 4.04 -3.91 1.71  0.000
C 3.41 -3.23 0.67  0.000
C 3.77 -3.53 -0.64  0.000
C 4.75 -4.47 -0.91  0.000
C 2.36 -2.21 0.95  -0.003
C 2.70 -0.92 0.78  0.000
C 3.94 -0.42 0.19  0.000
C 3.88 0.90 0.05  0.001
C 2.60 1.40 0.60  0.000
N 1.84 0.21 1.05  -0.001
C 1.05 -2.74 1.26  -0.001
C 0.72 -4.07 1.60  -0.001
C -0.68 -4.12 1.66  0.000
C -1.12 -2.83 1.35  -0.002
N -0.09 -2.01 1.09  -0.008
H 5.50 -5.38 2.27  0.000
H 3.75 -3.68 2.73  0.000
H 3.28 -3.01 -1.45  0.000
H 5.03 -4.69 -1.93  0.000
H 4.77 -1.04 -0.11  0.000
H 4.62 1.54 -0.41  0.000
H 2.03 2.16 0.08  0.000
H 1.41 -4.88 1.76  0.000
H -1.30 -4.97 1.90  0.000
H -2.14 -2.46 1.29  0.000
C -3.52 1.69 -3.08  0.000
C -3.68 3.15 -2.66  0.000
C -5.18 3.43 -2.46  0.000
C -3.15 4.05 -3.78  0.000
C -2.91 3.46 -1.38  0.000
C -3.08 4.70 -0.75  0.001
C -2.38 5.06 0.38  0.000
C -1.46 4.16 0.90  0.000
S -0.37 4.34 2.24  -0.001
C 0.28 2.71 1.92  -0.002
N -0.32 2.10 0.92  -0.001
C -1.27 2.91 0.30  0.000
C -2.00 2.56 -0.83  0.000
C 1.37 2.21 2.68  0.001
C 1.56 2.67 3.99  -0.001
C 2.58 2.26 4.81  -0.001
C 3.50 1.30 4.28  0.000
C 3.41 0.83 3.02  -0.001
C 2.36 1.27 2.08  0.002
H -4.13 1.49 -3.97  0.000
H -3.82 1.00 -2.29  0.000
H -2.48 1.46 -3.34  0.000
H -5.74 3.11 -3.35  0.000
H -5.38 4.49 -2.30  0.000
H -5.56 2.88 -1.60  0.000
H -3.69 3.85 -4.72  0.000
H -2.09 3.86 -3.95  0.000
H -3.28 5.11 -3.54  0.000
H -3.79 5.41 -1.17  0.000
H -2.53 6.03 0.85  0.000
H -1.84 1.57 -1.24  0.000
H 0.83 3.37 4.39  0.000
H 2.66 2.61 5.83  0.000
H 4.29 0.91 4.92  0.000
H 4.12 0.08 2.68  0.000
N 0.03 -0.12 -1.02  0.058
C 0.06 -0.51 -2.21  0.000
C -1.11 -1.16 -2.91  0.005
C -2.18 -1.60 -2.14  -0.004
C -3.31 -2.14 -2.74  0.000
C -3.40 -2.24 -4.12  -0.004
C -2.34 -1.81 -4.90  0.001
C -1.20 -1.27 -4.30  -0.002
C 1.35 -0.37 -3.00  0.003
C 2.06 0.83 -2.93  -0.001
C 3.31 0.95 -3.54  0.001
C 3.87 -0.12 -4.21  -0.002
C 3.17 -1.32 -4.28  0.001
C 1.92 -1.44 -3.68  -0.001
H -2.12 -1.48 -1.07  -0.001
H -4.14 -2.47 -2.11  0.000
H -4.28 -2.66 -4.59  0.000
H -2.39 -1.88 -5.98  0.000
H -0.38 -0.92 -4.92  0.000
H 1.63 1.65 -2.37  0.000
H 3.84 1.89 -3.47  0.000
H 4.85 -0.03 -4.67  0.000
H 3.61 -2.18 -4.79  0.000
H 1.38 -2.38 -3.74  0.000

Result set for M: 1032.7; 1141.8 Da, one per record in the order listed.